Entry 1:
{"formula": "C5H9NO5S", "method": "ωB97M-V with the def2-TZVPD basis set", "symbols": ["C", "N", "C", "C", "O", "S", "O", "O", "C", "O", "C", "O", "H", "H", "H", "H", "H", "H", "H", "H", "H"], "xyz": [[-1.479, 0.348, 1.131], [-1.329, 0.362, -0.404], [-2.037, -0.704, -1.001], [-0.111, 0.724, -0.931], [0.846, -0.396, -0.987], [2.014, -0.696, 0.124], [3.300, -0.814, -0.474], [1.472, -2.138, 0.600], [1.546, 0.365, 1.367], [1.651, 1.635, 0.575], [0.671, 1.921, -0.304], [0.571, 3.012, -0.762], [-2.335, -0.159, 1.346], [-0.626, -0.186, 1.682], [-1.445, 1.335, 1.526], [-3.155, -0.742, -0.829], [-2.034, -0.679, -2.151], [-1.644, -1.709, -0.859], [-0.254, 0.953, -1.940], [1.970, -2.933, 0.259], [2.408, 0.504, 2.030]], "lowdin_charge": [-0.006, -0.164, -0.118, -0.254, -0.186, 0.834, -0.244, -0.165, -0.225, -0.062, -0.434, 0.163, 0.039, 0.081, 0.080, 0.106, 0.114, 0.079, 0.145, 0.134, 0.084], "orbital_gap_ev": 8.78, "e_lumo_ev": 0.07, "smiles": "CN(C)[C@@H]1O[S@](=O)(O)=COC1=O", "max_force_ev_per_a": 4.1, "de_lowest_kcal_mol": 73.5, "homo_ha": -0.3202}



Entry 2:
{"formula": "C5H9NOS", "method": "ωB97M-V with the def2-TZVPD basis set", "symbols": ["C", "N", "C", "C", "C", "O", "C", "S", "H", "H", "H", "H", "H", "H", "H", "H", "H"], "xyz": [[-1.263, -1.546, -0.413], [-0.913, -0.179, -0.764], [0.249, 0.368, -0.109], [0.356, 0.108, 1.410], [0.155, 1.907, -0.223], [-0.857, 2.493, -0.519], [1.497, -0.034, -0.847], [3.022, 0.113, -0.350], [-1.530, -1.694, 0.623], [-0.427, -2.240, -0.640], [-2.105, -1.854, -1.042], [-1.718, 0.447, -0.660], [1.213, 0.657, 1.865], [0.536, -0.967, 1.618], [-0.559, 0.449, 1.919], [1.077, 2.423, -0.004], [1.266, -0.452, -1.863]], "lowdin_charge": [-0.118, -0.070, -0.605, -0.056, -0.192, 0.085, -0.603, 0.730, 0.064, 0.092, 0.084, 0.117, 0.076, 0.092, 0.098, 0.118, 0.087], "orbital_gap_ev": 8.41, "e_lumo_ev": -0.57, "smiles": "CN[C@](C)(C=O)C=S", "max_force_ev_per_a": 1.2, "de_lowest_kcal_mol": 42.2, "homo_ha": -0.3302}



Entry 3:
{"formula": "C5H9NOS", "method": "ωB97M-V with the def2-TZVPD basis set", "symbols": ["N", "C", "C", "O", "C", "S", "C", "C", "H", "H", "H", "H", "H", "H", "H", "H", "H"], "xyz": [[-1.190, -1.711, -0.350], [-1.248, -0.480, 0.469], [-0.161, 0.645, 0.082], [-0.231, 0.751, -1.219], [0.593, -0.100, -1.790], [0.710, -0.312, -3.445], [1.164, 0.400, 0.788], [0.367, 1.563, 1.302], [-0.248, -2.029, -0.083], [-1.221, -1.522, -1.289], [-1.195, -0.745, 1.444], [-2.120, 0.184, 0.162], [0.983, -0.819, -1.059], [1.336, -0.472, 1.456], [2.106, 0.711, 0.172], [0.603, 2.654, 1.160], [-0.248, 1.280, 2.201]], "lowdin_charge": [0.051, -0.160, -0.487, -0.042, -0.721, 0.647, -0.147, -0.023, 0.081, 0.014, 0.072, 0.143, 0.070, 0.122, 0.149, 0.119, 0.112], "orbital_gap_ev": 9.02, "e_lumo_ev": 0.10, "smiles": "NCC1(OC=S)CC1", "max_force_ev_per_a": 7.9, "de_lowest_kcal_mol": 97.8, "homo_ha": -0.3278}



Entry 4:
{"formula": "C5H9NOS", "method": "ωB97M-V with the def2-TZVPD basis set", "symbols": ["N", "C", "C", "C", "S", "C", "C", "O", "H", "H", "H", "H", "H", "H", "H", "H", "H"], "xyz": [[-0.653, -0.123, 1.437], [-0.441, 0.306, 0.096], [0.845, 1.213, -0.048], [2.134, 0.099, -0.043], [1.219, -1.602, 0.011], [-0.131, -0.746, -0.764], [-1.640, -0.088, -0.697], [-2.618, -0.916, -0.006], [-1.342, -0.859, 1.579], [0.112, -0.805, 1.551], [0.581, 1.616, 1.048], [0.882, 1.904, -0.875], [2.885, 0.158, -0.855], [2.972, 0.008, 0.797], [0.409, -0.491, -1.721], [-1.986, 0.466, -1.727], [-3.228, -0.139, 0.218]], "lowdin_charge": [0.040, -0.648, -0.082, -0.328, 0.851, -0.513, -0.128, -0.065, 0.082, -0.002, 0.137, 0.088, 0.049, 0.094, 0.097, 0.193, 0.135], "orbital_gap_ev": 9.25, "e_lumo_ev": 0.58, "smiles": "N[C@@]12CCS[C@H]1[C@H]2O", "max_force_ev_per_a": 5.1, "de_lowest_kcal_mol": 152.6, "homo_ha": -0.3186}



Entry 5:
{"formula": "C5H9NS", "method": "ωB97M-V with the def2-TZVPD basis set", "symbols": ["C", "C", "C", "C", "C", "N", "S", "H", "H", "H", "H", "H", "H", "H", "H", "H"], "xyz": [[-0.452, 1.396, 0.036], [-0.344, -0.497, 1.454], [-0.162, -1.476, 0.220], [-0.587, 2.503, -0.880], [1.291, -1.539, -0.432], [-0.220, 0.851, 1.078], [-1.287, -1.035, -0.996], [-1.345, -0.655, 1.944], [0.468, -0.558, 2.180], [-0.281, -2.503, 0.724], [-0.914, 2.193, -1.912], [0.275, 3.021, -1.018], [-1.300, 3.103, -0.451], [1.350, -0.675, -1.077], [1.374, -2.409, -1.025], [2.133, -1.722, 0.157]], "lowdin_charge": [-0.087, -0.251, -0.854, -0.019, -0.150, 0.073, 0.551, 0.134, 0.112, 0.116, 0.123, 0.059, 0.067, 0.041, 0.046, 0.039], "orbital_gap_ev": 7.52, "e_lumo_ev": 0.15, "max_force_ev_per_a": 3.6, "de_lowest_kcal_mol": 67.5, "homo_ha": -0.2709}



Entry 6:
{"formula": "C5H9NS", "method": "ωB97M-V with the def2-TZVPD basis set", "symbols": ["C", "C", "C", "C", "N", "C", "S", "H", "H", "H", "H", "H", "H", "H", "H", "H"], "xyz": [[0.301, -0.828, 1.209], [0.039, -0.086, -0.088], [0.661, -0.900, -1.223], [0.404, 1.342, -0.021], [-0.976, 1.630, -0.130], [-1.399, 0.322, -0.200], [-2.899, -0.373, -0.126], [1.411, -0.864, 1.294], [-0.282, -0.564, 2.160], [0.087, -1.978, 1.111], [0.836, -0.250, -2.110], [-0.030, -1.820, -1.449], [1.620, -1.349, -0.864], [0.824, 1.479, 1.021], [0.968, 1.823, -0.872], [-1.566, 2.415, 0.288]], "lowdin_charge": [-0.075, -0.615, -0.040, -0.165, 0.025, -0.802, 0.602, 0.087, 0.114, 0.117, 0.088, 0.121, 0.084, 0.139, 0.141, 0.180], "orbital_gap_ev": 9.11, "e_lumo_ev": 0.72, "smiles": "CC1(C)CNC1=S", "max_force_ev_per_a": 4.4, "de_lowest_kcal_mol": 30.6, "homo_ha": -0.3082}



Entry 7:
{"formula": "C5H9NS", "method": "ωB97M-V with the def2-TZVPD basis set", "symbols": ["C", "C", "C", "C", "S", "N", "C", "H", "H", "H", "H", "H", "H", "H", "H", "H"], "xyz": [[-0.674, 1.117, 2.516], [-1.032, 0.381, 1.473], [0.054, -0.450, 0.802], [-0.320, -0.702, -0.678], [0.776, -2.012, -1.416], [-0.287, 0.605, -1.596], [0.551, 0.677, -2.475], [-1.349, 1.846, 3.017], [0.303, 1.165, 3.031], [-1.948, 0.302, 1.007], [0.149, -1.474, 1.245], [0.977, -0.111, 0.946], [-1.303, -1.137, -0.904], [2.109, -1.647, -1.038], [0.546, 1.455, -3.167], [1.447, -0.016, -2.765]], "lowdin_charge": [-0.008, -0.158, -0.237, -0.587, 0.673, -0.005, -0.172, 0.060, 0.068, 0.075, 0.118, 0.055, 0.091, -0.078, 0.042, 0.064], "orbital_gap_ev": 9.97, "e_lumo_ev": 0.73, "smiles": "C=CC[C@H](S)N=C", "max_force_ev_per_a": 5.8, "de_lowest_kcal_mol": 64.4, "homo_ha": -0.3397}



Entry 8:
{"formula": "C5H9NS2", "method": "ωB97M-V with the def2-TZVPD basis set", "symbols": ["C", "C", "C", "C", "C", "H", "H", "H", "H", "H", "H", "H", "H", "H", "N", "S", "S"], "xyz": [[-2.258, 1.440, -0.027], [-0.232, 0.224, 0.258], [0.500, -0.284, -0.890], [1.795, -2.316, 0.430], [1.309, 0.237, 0.317], [-2.831, 1.304, 1.265], [-2.464, 0.377, -0.756], [-2.456, 2.535, -0.394], [-0.553, 2.327, -0.810], [-1.066, -0.392, 0.989], [0.273, 0.299, -1.783], [2.572, -3.055, 0.145], [1.088, -2.731, 1.281], [1.572, 1.217, 0.171], [-0.731, 1.681, 0.220], [0.945, -2.077, -1.188], [2.537, -0.784, 0.774]], "lowdin_charge": [-0.214, -0.381, -0.530, -0.814, -0.618, 0.154, 0.137, 0.064, 0.188, 0.198, 0.099, 0.036, 0.089, 0.066, -0.150, 0.802, 0.872], "orbital_gap_ev": 9.04, "e_lumo_ev": 0.72, "max_force_ev_per_a": 4.8, "de_lowest_kcal_mol": 137.7, "homo_ha": -0.3059}



Entry 9:
{"formula": "C5H9NiO3", "method": "ωB97M-V with the def2-TZVPD basis set", "symbols": ["O", "C", "O", "C", "C", "H", "C", "H", "H", "H", "C", "H", "H", "H", "H", "H", "Ni", "O"], "xyz": [[0.927, -1.016, 0.842], [0.261, -0.299, 0.072], [0.462, -0.411, -1.197], [0.359, 0.741, -2.078], [-1.352, 0.448, 0.528], [-1.856, 1.247, -0.034], [-2.193, -0.225, 1.591], [-3.215, -0.416, 1.235], [-1.811, -1.232, 1.851], [-2.273, 0.402, 2.502], [1.092, 0.413, -3.351], [0.803, 1.602, -1.563], [-0.705, 0.938, -2.249], [2.176, 0.382, -3.187], [0.873, 1.198, -4.088], [0.759, -0.547, -3.763], [0.498, -0.052, 2.435], [-0.121, 1.055, 1.080]], "mulliken_spin": [0.167, 0.006, 0.029, 0.001, 0.292, 0.021, 0.003, -0.001, 0.008, 0.026, 0.000, 0.001, -0.004, 0.000, 0.000, 0.000, 1.093, 0.355], "orbital_gap_ev": [9.57, 6.47], "e_lumo_ev": [-4.64, -6.87], "total_charge": 1, "max_force_ev_per_a": 3.2, "de_lowest_kcal_mol": 0.0, "homo_ha": [-0.5222, -0.4901], "multiplicity": 3}



Entry 10:
{"formula": "C5H9O", "method": "ωB97M-V with the def2-TZVPD basis set", "symbols": ["C", "O", "C", "C", "C", "C", "H", "H", "H", "H", "H", "H", "H", "H", "H"], "xyz": [[-1.213, -0.166, 0.554], [-4.264, -0.200, 0.134], [0.039, 0.501, 0.000], [1.384, 0.233, 0.736], [2.369, -0.527, 0.286], [2.552, 0.144, -0.910], [-1.285, 0.054, 1.647], [-5.126, -0.425, 0.076], [0.124, 0.160, -1.051], [-2.128, 0.174, 0.040], [-0.167, 1.558, -0.148], [-1.181, -1.301, 0.458], [3.011, -1.277, 0.795], [2.433, 1.235, -1.166], [3.451, -0.163, -1.451]], "lowdin_charge": [-0.133, -0.577, -0.294, -0.015, -0.219, -0.098, 0.074, -0.294, 0.094, 0.031, 0.094, 0.089, 0.125, 0.090, 0.033], "orbital_gap_ev": 4.82, "e_lumo_ev": 2.48, "total_charge": -1, "max_force_ev_per_a": 5.0, "de_lowest_kcal_mol": 124.9, "homo_ha": -0.0857}



Entry 11:
{"formula": "C5H9O", "method": "ωB97M-V with the def2-TZVPD basis set", "symbols": ["C", "C", "C", "C", "C", "O", "H", "H", "H", "H", "H", "H", "H", "H", "H"], "xyz": [[1.932, 1.387, 0.080], [-1.690, 0.157, 0.291], [1.924, 0.125, 0.040], [-3.025, -0.314, -0.121], [2.024, -1.255, -0.012], [-0.651, -0.457, 0.234], [1.063, 2.032, 0.109], [2.862, 1.951, 0.096], [-1.682, 1.191, 0.688], [-3.473, 0.416, -0.796], [-2.986, -1.293, -0.592], [-3.670, -0.353, 0.759], [2.483, -1.679, 0.884], [0.973, -1.614, -0.022], [2.485, -1.617, -0.935]], "mulliken_spin": [0.458, -0.007, 1.068, 0.009, 0.027, 0.039, 0.107, 0.105, 0.003, 0.000, 0.000, -0.001, 0.063, 0.075, 0.055], "orbital_gap_ev": [9.04, 4.80], "e_lumo_ev": [-4.16, -9.21], "total_charge": 1, "max_force_ev_per_a": 6.8, "de_lowest_kcal_mol": 0.0, "homo_ha": [-0.4852, -0.5148], "multiplicity": 3}



Entry 12:
{"formula": "C5H9O2P", "method": "ωB97M-V with the def2-TZVPD basis set", "symbols": ["C", "C", "C", "O", "P", "C", "C", "O", "H", "H", "H", "H", "H", "H", "H", "H", "H"], "xyz": [[-0.348, -2.021, -0.330], [-0.806, -0.788, -0.616], [-2.202, -0.437, -0.380], [-2.654, 0.397, 0.350], [0.089, 0.808, -0.391], [0.241, 0.975, 1.443], [1.870, 0.451, -0.717], [-0.343, 2.086, -0.986], [0.750, -2.191, -0.588], [-0.900, -2.778, 0.109], [-2.976, -0.966, -0.988], [0.922, 1.784, 1.605], [-0.696, 1.368, 1.873], [0.621, 0.043, 1.817], [2.073, -0.623, -0.721], [2.065, 0.944, -1.593], [2.294, 0.949, 0.114]], "lowdin_charge": [0.070, -0.304, -0.320, 0.061, 0.628, -0.157, -0.138, -0.335, 0.084, 0.051, 0.131, 0.039, 0.060, 0.047, 0.040, 0.016, 0.026], "orbital_gap_ev": 9.32, "e_lumo_ev": -0.46, "smiles": "C=C(C=O)P(C)(C)=O", "max_force_ev_per_a": 4.5, "de_lowest_kcal_mol": 33.2, "homo_ha": -0.3594}